Molecular formula: C34H26Cl3N4O4PSTi
Method: DFT, ωB97M-V with the def2-TZVPD basis set

```
74
Properties=species:S:1:pos:R:3:forces:R:3
Ti 0.185 -0.634 -0.326 0.53 0.54 -0.34
N 2.804 1.252 0.883 -0.16 0.00 0.05
P 1.219 1.794 0.505 0.05 -0.24 -0.04
C 0.680 2.689 2.000 -0.08 -0.04 0.04
C 1.534 3.454 2.790 -0.01 0.02 -0.03
C 1.050 4.115 3.907 0.01 0.01 0.02
C -0.296 4.024 4.240 -0.02 -0.03 0.00
C -1.155 3.268 3.457 0.01 0.04 0.03
C -0.666 2.596 2.345 -0.03 0.04 -0.04
C 1.515 3.198 -0.605 0.07 0.03 0.03
C 2.764 3.520 -1.121 0.01 -0.03 0.00
C 2.915 4.642 -1.925 -0.01 0.03 -0.02
C 1.821 5.440 -2.220 0.03 -0.03 -0.03
C 0.567 5.106 -1.727 -0.01 -0.01 -0.05
C 0.412 3.988 -0.926 -0.02 -0.02 0.01
C 3.062 -0.085 1.156 -0.03 -0.10 -0.08
C 4.206 -0.447 1.879 -0.08 -0.06 -0.06
C 4.440 -1.781 2.126 -0.04 -0.06 0.00
C 3.542 -2.740 1.656 0.07 0.15 0.03
C 2.446 -2.304 0.950 0.12 0.13 -0.03
N 2.200 -1.002 0.697 0.00 -0.05 0.06
H 3.489 1.890 1.260 0.00 0.01 -0.01
H 2.582 3.554 2.532 0.01 0.00 -0.01
H 1.720 4.708 4.516 0.00 0.00 0.00
H -0.672 4.542 5.112 0.00 0.01 0.00
H -2.202 3.190 3.716 -0.01 0.00 0.00
H -1.332 1.982 1.746 0.01 0.05 -0.01
H 3.620 2.890 -0.915 0.00 -0.01 0.00
H 3.891 4.887 -2.325 0.00 0.00 0.00
H 1.941 6.313 -2.849 0.00 0.00 0.00
H -0.295 5.710 -1.977 0.00 0.00 0.00
H -0.572 3.727 -0.554 0.00 -0.01 0.00
H 4.879 0.320 2.237 0.02 0.00 0.00
H 5.317 -2.077 2.687 0.01 -0.01 0.00
H 3.691 -3.796 1.824 0.02 0.00 0.02
H 1.738 -3.010 0.534 -0.05 0.03 0.01
O 0.650 -2.495 -1.543 -0.16 -0.11 0.00
S -0.674 -3.140 -1.353 0.13 -0.11 0.21
O -0.654 -4.402 -0.659 0.01 0.00 -0.05
N -1.489 -1.993 -0.672 -0.48 0.03 0.29
C -2.364 -2.223 0.399 0.31 0.04 -0.29
C -3.520 -2.958 0.361 -0.04 -0.03 -0.01
C -4.313 -3.090 1.518 0.04 0.05 0.07
C -3.948 -2.499 2.698 -0.04 -0.03 -0.05
C -2.749 -1.752 2.773 -0.01 0.10 0.26
C -2.266 -1.159 3.968 0.22 0.06 -0.12
C -1.053 -0.517 3.956 -0.34 -0.18 0.09
C -0.331 -0.432 2.759 -0.05 -0.30 -0.38
N -0.758 -0.930 1.602 -0.34 -0.05 0.71
C -1.968 -1.608 1.616 0.45 0.16 -0.17
C -1.349 -3.428 -2.954 0.00 -0.01 -0.14
C -1.037 -4.618 -3.602 -0.04 0.03 -0.02
C -1.538 -4.841 -4.874 0.03 -0.01 0.03
C -2.339 -3.883 -5.484 0.00 -0.01 -0.02
C -2.643 -2.701 -4.826 -0.05 0.04 0.01
C -2.148 -2.464 -3.552 0.00 -0.07 0.02
H -3.817 -3.440 -0.562 0.01 0.02 0.00
H -5.225 -3.670 1.465 0.00 0.00 0.01
H -4.560 -2.604 3.585 0.00 0.00 0.01
H -2.847 -1.242 4.878 0.00 0.01 0.00
H -0.637 -0.071 4.850 -0.03 0.00 0.01
H 0.632 0.066 2.753 -0.05 -0.05 -0.04
H -0.422 -5.356 -3.107 0.00 0.01 0.02
H -1.307 -5.763 -5.390 0.00 0.00 0.00
H -2.729 -4.062 -6.478 0.00 0.00 0.00
H -3.262 -1.953 -5.304 0.00 0.00 0.00
H -2.371 -1.543 -3.029 -0.01 0.00 0.01
Cl 0.218 -0.539 -4.767 0.05 0.05 0.07
C 0.480 0.747 -3.582 0.11 0.09 -0.04
Cl 0.981 2.223 -4.413 0.01 0.07 0.05
Cl 1.830 0.241 -2.501 -0.12 0.00 -0.03
C -0.875 1.018 -2.788 -0.06 -0.35 0.00
O -1.788 1.423 -3.472 0.04 0.15 0.00
O -0.852 0.735 -1.555 -0.01 0.02 -0.06
```
Forces are in eV/Å.

Output
Total charge: 0
Gap between HOMO and LUMO (alpha / beta) (eV): 5.70 / 8.07
Expectation value of S²: 2.0184
Energy above the lowest of the compared OMol25 structures with the same formula, charge and spin (kcal per mole): 10.1
2S+1: 3
E_tot (Eh): -4800.96315

Molecular formula: C34H26Cl3N4O4PSTi
Method: DFT, ωB97M-V with the def2-TZVPD basis set

```
74
Properties=species:S:1:pos:R:3:forces:R:3
Ti -0.279 0.160 0.117 -0.72 -0.03 -0.76
N 0.764 1.901 -0.401 0.29 0.28 0.13
P -1.094 -0.556 -2.302 0.31 -0.27 0.04
C -1.406 -2.320 -1.968 0.11 0.08 0.00
C -1.873 -3.227 -2.913 -0.03 0.04 -0.02
C -2.030 -4.564 -2.586 0.01 0.00 0.02
C -1.706 -5.013 -1.313 -0.02 0.00 -0.08
C -1.200 -4.125 -0.377 0.06 0.03 0.12
C -1.045 -2.788 -0.706 0.04 -0.12 -0.08
C -2.304 -0.032 -3.558 0.02 0.06 -0.04
C -3.575 -0.582 -3.709 0.08 0.06 0.05
C -4.427 -0.098 -4.690 -0.03 -0.01 0.00
C -4.027 0.939 -5.520 0.00 -0.01 0.01
C -2.773 1.507 -5.359 -0.01 0.00 0.00
C -1.918 1.029 -4.378 0.04 0.01 0.01
C 1.880 1.234 -0.685 0.03 0.09 -0.01
C 3.147 1.780 -1.017 0.22 -0.09 -0.03
C 4.198 0.938 -1.262 -0.19 0.19 0.08
C 4.023 -0.453 -1.177 0.00 -0.17 -0.01
C 2.777 -0.925 -0.849 0.03 -0.04 -0.18
N 1.725 -0.129 -0.615 0.37 0.01 0.08
H 0.908 2.897 -0.328 -0.14 -0.04 -0.03
H -2.107 -2.885 -3.913 -0.03 0.01 -0.02
H -2.402 -5.258 -3.330 0.00 -0.01 0.01
H -1.833 -6.057 -1.058 0.00 0.00 0.01
H -0.921 -4.471 0.610 -0.01 -0.01 -0.01
H -0.591 -2.138 0.045 -0.21 -0.13 -0.04
H -3.909 -1.360 -3.040 0.00 -0.06 0.00
H -5.414 -0.530 -4.798 0.00 0.00 0.00
H -4.698 1.310 -6.285 0.00 0.00 0.00
H -2.460 2.327 -5.992 0.01 0.00 0.00
H -0.946 1.490 -4.244 -0.02 0.01 -0.02
H 3.253 2.854 -1.085 -0.01 0.00 0.00
H 5.166 1.347 -1.524 0.01 0.00 -0.01
H 4.834 -1.137 -1.378 -0.01 -0.01 0.01
H 2.584 -1.991 -0.786 0.01 0.00 0.02
O -4.571 -0.527 1.297 -0.05 -0.07 -0.05
S -3.581 0.112 0.473 -0.02 0.10 0.09
O -3.354 -0.424 -0.852 -0.05 -0.01 0.03
N -2.136 0.192 1.168 -0.07 -0.03 0.12
C -2.029 0.525 2.520 -0.12 0.16 0.50
C -3.043 0.855 3.405 0.11 -0.08 -0.32
C -2.772 1.200 4.741 -0.01 0.02 0.09
C -1.504 1.218 5.241 0.00 0.02 0.00
C -0.433 0.881 4.385 -0.07 -0.15 -0.23
C 0.909 0.859 4.811 0.27 -0.01 -0.01
C 1.907 0.527 3.933 -0.24 0.06 0.13
C 1.558 0.230 2.609 0.06 -0.02 0.04
N 0.314 0.236 2.175 0.35 0.01 0.17
C -0.694 0.539 3.037 -0.11 0.15 0.32
C -4.090 1.802 0.251 0.19 -0.11 -0.12
C -5.334 2.230 0.678 0.01 -0.11 0.09
C -5.710 3.546 0.449 0.05 0.10 -0.06
C -4.843 4.411 -0.204 -0.09 0.01 0.04
C -3.598 3.969 -0.634 0.07 -0.08 -0.01
C -3.215 2.657 -0.409 -0.09 0.06 0.00
H -4.069 0.828 3.079 -0.06 0.01 -0.03
H -3.607 1.453 5.382 0.00 0.00 0.00
H -1.301 1.483 6.270 -0.01 -0.01 0.00
H 1.134 1.112 5.840 0.01 -0.01 0.00
H 2.946 0.502 4.229 0.01 0.01 0.02
H 2.328 -0.008 1.884 -0.04 0.00 -0.05
H -5.990 1.533 1.183 0.00 0.01 -0.01
H -6.680 3.894 0.779 0.00 0.01 0.00
H -5.138 5.437 -0.382 -0.01 0.00 0.00
H -2.926 4.644 -1.148 0.00 0.01 0.00
H -2.252 2.289 -0.746 0.00 0.06 -0.02
Cl 1.292 -0.870 -6.275 0.02 0.00 0.05
C 2.151 -0.763 -4.717 -0.02 0.01 0.01
Cl 2.597 -2.382 -4.168 -0.02 -0.01 0.00
Cl 3.589 0.224 -4.898 0.04 0.03 -0.01
C 1.152 -0.083 -3.737 0.04 0.15 -0.13
O 1.231 1.074 -3.445 0.01 -0.03 -0.06
O 0.209 -0.932 -3.403 -0.35 -0.12 0.16
```
Forces are in eV/Å.

Output
Total charge: 0
Gap between HOMO and LUMO (alpha / beta) (eV): 6.03 / 7.56
Expectation value of S²: 2.0075
Energy above the lowest of the compared OMol25 structures with the same formula, charge and spin (kcal per mole): 36.6
2S+1: 3
E_tot (Eh): -4800.92099

Molecular formula: C34H26CrO7S
Method: DFT, ωB97M-V with the def2-TZVPD basis set

```
69
Properties=species:S:1:pos:R:3:forces:R:3
C 4.986 -1.866 2.220 -0.24 -0.42 -0.31
C 4.051 -0.735 2.562 0.97 0.33 -0.13
O 2.784 -1.196 3.096 -0.52 1.18 -0.01
C 2.102 -0.088 3.540 1.74 0.72 0.62
C 0.650 -0.293 3.540 0.84 -0.17 -0.47
S -0.197 1.154 3.178 -2.58 2.44 -1.02
C -1.940 0.877 2.751 0.07 0.21 -0.29
C -2.298 0.415 1.485 0.14 -0.26 0.28
C -3.634 0.471 1.094 0.01 0.11 -0.12
C -4.600 1.076 1.905 0.13 -0.36 0.03
C -4.220 1.579 3.149 0.33 0.01 -0.30
C -2.886 1.529 3.535 -0.09 -0.46 0.23
O -0.297 1.960 4.375 0.90 -0.38 -0.17
O 0.270 1.725 1.924 0.74 -0.74 1.10
O 2.676 0.957 3.857 -1.80 -1.78 -0.57
H 5.915 -1.446 1.836 -0.02 0.16 0.01
H 5.260 -2.471 3.092 -0.28 0.02 -0.21
H 4.576 -2.484 1.407 0.11 -0.05 0.43
H 4.521 -0.085 3.309 -0.16 -0.19 -0.28
H 3.832 -0.123 1.664 0.07 -0.28 0.49
H 0.208 -1.271 3.397 0.13 0.31 -0.08
H -1.524 0.050 0.806 -0.33 -0.03 0.21
H -3.899 0.055 0.126 -0.07 0.20 0.11
H -5.634 1.157 1.565 0.32 -0.10 0.12
H -4.926 2.041 3.825 -0.16 0.15 -0.19
H -2.577 1.994 4.460 0.06 -0.03 -0.01
O -6.432 -1.851 8.797 3.10 2.31 0.62
C -5.468 -1.201 8.878 -3.54 -2.40 -1.00
Cr -3.796 -0.292 8.689 -1.70 -1.84 2.57
C -3.392 -2.001 7.983 0.77 -4.04 -1.65
O -3.248 -3.108 7.646 -0.43 3.67 1.07
C -3.102 -1.126 10.275 2.53 -2.51 2.85
O -2.578 -1.740 11.118 -2.03 2.35 -2.77
C -4.276 1.751 9.219 -0.13 1.21 0.10
C -4.916 1.446 8.008 -0.31 0.42 0.19
C -4.181 0.886 6.957 -0.22 -0.09 -1.62
C -2.785 0.702 7.048 0.96 -0.40 -1.09
C -2.083 -0.046 6.011 -0.55 0.04 0.49
C -1.740 -0.979 5.297 -0.16 0.31 1.31
C -1.280 -2.174 4.740 -0.09 0.00 -0.42
C -0.325 -2.959 5.519 0.19 0.01 0.28
C -0.106 -2.576 6.865 -0.13 -0.19 -0.04
C 0.423 -3.477 7.775 0.12 0.06 -0.25
C 0.921 -4.706 7.336 0.10 0.04 -0.16
C 0.931 -5.000 5.970 -0.17 0.14 -0.11
C 0.274 -4.162 5.073 -0.02 0.22 0.18
C -1.993 -2.666 3.558 -0.37 -0.31 -0.51
C -3.374 -2.361 3.469 0.13 -0.22 0.04
C -4.216 -3.091 2.634 0.37 -0.05 0.16
C -3.673 -4.097 1.828 0.12 0.30 -0.20
C -2.284 -4.253 1.729 0.25 0.10 0.23
C -1.440 -3.533 2.581 -0.33 0.21 0.06
C -2.169 0.987 8.283 1.68 0.18 -0.68
C -2.895 1.535 9.355 0.03 0.33 0.31
H -4.858 2.132 10.059 0.19 -0.15 -0.24
H -5.990 1.613 7.885 0.40 -0.20 0.15
H -4.664 0.566 6.031 0.04 0.25 0.33
H -0.420 -1.580 7.187 0.01 -0.48 0.00
H 0.443 -3.216 8.827 0.16 -0.04 -0.08
H 1.329 -5.417 8.047 0.00 0.13 -0.09
H 1.423 -5.896 5.585 -0.24 0.23 0.25
H 0.233 -4.428 4.023 -0.01 -0.12 0.42
H -3.771 -1.571 4.111 0.01 -0.37 -0.15
H -5.293 -2.906 2.652 0.40 -0.05 -0.09
H -4.337 -4.704 1.223 0.12 0.03 0.00
H -1.831 -4.957 1.014 -0.39 0.40 0.34
H -0.352 -3.597 2.463 -0.55 -0.14 0.06
H -1.112 0.736 8.383 -0.31 0.32 0.06
H -2.378 1.768 10.292 -0.30 -0.21 -0.36
```
Forces are in eV/Å.

Output
Total charge: +1
Gap between HOMO and LUMO (alpha / beta) (eV): 6.53 / 5.69
Expectation value of S²: 3.8136
Energy above the lowest of the compared OMol25 structures with the same formula, charge and spin (kcal per mole): 0.0
2S+1: 4
E_tot (Eh): -3280.11864

2S+1 of number 3 (C34H26CrO7S)?
4